# 1
The following is a DFT calculation (ωB97M-V with the def2-TZVPD basis set) of one molecule with the formula C4H8O2.

Highest occupied orbital energy ... -0.27908 Eh
Gap between HOMO and LUMO ... 7.92 eV
E_LUMO ... 0.32 eV

```
14
C4H8O2 ωB97M-V with the def2-TZVPD basis set
O 1.1935 -0.1573 0.0899
C 1.2885 -0.1248 -1.6116
C -0.0964 0.2774 0.5471
O 0.0378 1.1995 1.5556
C -1.1629 -0.7585 0.4985
C -1.2485 0.5013 -0.3500
H 1.3220 -1.0700 0.3940
H 2.1791 -0.7792 -1.6762
H 1.7138 0.8949 -1.5721
H 0.6036 0.8324 2.2465
H -1.7925 -0.8901 1.3704
H -0.9208 -1.6431 -0.0909
H -1.1501 0.3976 -1.4256
H -1.9027 1.2833 0.0196
```

***

# 2
The following is a DFT calculation (ωB97M-V with the def2-TZVPD basis set) of C22H30CuO2Si as an isolated structure.

2S+1 ... 2
Expectation value of S² ... 0.76
Highest occupied orbital energy (alpha / beta) ... -0.19696 / -0.23790 Eh
Gap between HOMO and LUMO (alpha / beta) ... 5.86 / 6.94 eV
E_LUMO (alpha / beta) ... 0.50 / 0.47 eV

```
56
C22H30CuO2Si ωB97M-V with the def2-TZVPD basis set
C 0.8923 1.8064 -0.0335
C -0.1656 1.6488 -0.9919
C -1.4046 1.4887 -0.2426
H -0.1138 1.8294 -2.0628
C -1.0594 1.5089 1.1523
C 0.3334 1.7484 1.2651
H 0.8770 1.9168 2.2011
H 1.9336 2.0056 -0.2906
H -2.4034 1.4848 -0.6826
H -1.7779 1.4452 1.9719
Cu -0.4500 -0.2830 -0.3932
C -1.4843 -2.6845 -3.9939
H -2.3739 -2.6170 -3.3456
H -1.0261 -3.6889 -3.8583
H -1.7823 -2.4963 -5.0493
Si -0.2258 -1.3840 -3.6179
C 1.5657 -1.1918 -4.1115
C 2.2411 0.0129 -3.8256
H 1.6860 0.8979 -3.4879
C 3.6341 0.0818 -3.9248
H 4.1523 1.0133 -3.6862
C 4.3616 -1.0407 -4.3331
H 5.4473 -0.9767 -4.4511
C 3.6953 -2.2402 -4.5934
H 4.2650 -3.1271 -4.8735
C 2.3060 -2.3206 -4.4939
H 1.7783 -3.2576 -4.6870
C -1.1844 0.1281 -4.1099
C -0.7294 0.9527 -5.1400
H 0.2307 0.7303 -5.6177
C -1.5361 2.0099 -5.5717
H -1.1899 2.6320 -6.3976
C -2.7843 2.2406 -4.9919
H -3.4215 3.0480 -5.3554
C -3.2329 1.4087 -3.9637
H -4.2137 1.5548 -3.5214
C -2.4352 0.3531 -3.5346
H -2.8140 -0.3365 -2.7732
H -0.7528 -0.7844 -2.0279
H 0.3358 -1.3181 -2.1679
C -2.2734 -1.5373 1.6004
O -1.1670 -1.8029 0.7293
C -0.1791 -2.6477 1.3806
C 1.0253 -2.7305 0.4702
O 1.3744 -1.4043 -0.0189
C 2.5366 -0.8516 0.6314
H -1.9371 -1.0169 2.5088
H -2.7555 -2.4856 1.8779
H -2.9638 -0.8897 1.0606
H 0.1005 -2.1995 2.3484
H -0.6241 -3.6410 1.5479
H 1.8754 -3.1656 1.0115
H 0.7817 -3.3325 -0.4161
H 2.2760 -0.5143 1.6478
H 2.8809 -0.0007 0.0343
H 3.3230 -1.6191 0.6900
```

***

# 3
The following is a DFT calculation (ωB97M-V with the def2-TZVPD basis set) of a 14-piece molecular cluster, C4H35NO15 overall.

Highest occupied orbital energy ... -0.36754 Eh
Gap between HOMO and LUMO ... 10.08 eV
E_LUMO ... 0.07 eV

```
55
C4H35NO15 ωB97M-V with the def2-TZVPD basis set
O 1.6910 0.6509 -2.4720
C 0.6487 0.0321 -2.4375
C 0.3800 -0.8698 -1.2144
C -0.1523 -0.0422 0.0016
C -1.0563 -0.8374 0.9045
O -2.2594 -1.3773 0.4091
N 1.6562 -1.4744 -0.8130
H -0.0679 0.0435 -3.2627
H -0.4385 -1.5620 -1.4850
H -0.5597 0.9012 -0.4276
H 0.6822 0.2781 0.6295
H -1.3679 -0.2252 1.7665
H -0.3646 -1.5253 1.3793
H -2.0660 -1.8414 -0.4450
H 2.1965 -1.7660 -1.6814
H 2.2278 -0.7660 -0.3831
H -4.0509 2.1785 -0.9955
H -3.7632 1.2256 0.1060
O -3.8745 1.2316 -0.9084
H 0.0249 -3.9755 3.0189
H -0.4440 -3.6396 1.6743
O -0.1953 -4.4173 2.1880
H 0.4796 2.8348 1.4947
H -0.5362 3.6011 2.3875
O -0.4652 2.9591 1.6762
H -2.0939 3.3168 -1.9945
H -1.0964 3.4921 -0.8043
O -1.9811 3.6933 -1.1159
H -3.6110 -0.2201 -2.0947
H -2.5542 -1.2332 -2.7979
O -2.9855 -0.3765 -2.8266
H -1.6896 -4.3253 -0.5153
H -0.5128 -3.1389 -0.3573
O -1.2904 -3.5081 -0.8182
H 2.9183 4.0367 1.7657
H 2.6833 2.7261 1.0039
O 2.2207 3.4551 1.4464
H -2.2120 2.4221 1.4346
H -2.8671 3.3292 0.4053
O -3.0697 2.6223 1.0321
H 4.3125 -1.8733 1.4690
H 4.2178 -0.6395 0.6565
O 4.7012 -0.9781 1.4251
H 0.9098 -0.1859 2.8524
H 2.2227 -0.9077 2.5148
O 1.2722 -1.0455 2.6121
H -2.0553 1.1817 -1.8295
H -2.1138 1.3299 -3.3135
O -1.5666 1.5821 -2.5646
H 2.1210 -2.9411 0.7492
H 2.2238 -3.5076 2.0477
O 2.7707 -2.9279 1.4863
H 2.8891 1.0426 -1.3618
H 4.3869 1.0961 -0.9913
O 3.5243 0.8655 -0.6260
```

***

# 4
The following is a DFT calculation (ωB97M-V with the def2-TZVPD basis set) of CH4P2S3 as an isolated structure.

Highest occupied orbital energy ... -0.30485 Eh
Gap between HOMO and LUMO ... 7.58 eV
E_LUMO ... -0.72 eV

```
10
CH4P2S3 ωB97M-V with the def2-TZVPD basis set
C -0.8409 -0.5530 0.5934
P 3.3487 1.4796 -0.1038
P 1.4685 0.3837 -0.7395
S 4.2298 -0.4435 0.3784
S 2.3701 -1.4548 0.0106
S 0.2277 0.8843 0.9270
H -0.9860 -1.0001 1.6057
H -0.1997 -1.2429 0.0813
H -1.7300 -0.3497 -0.0537
H 3.5908 1.2693 -1.9323
```

***

What are the energy relative to the best compared isomer or geometry (same formula, charge and spin) values for these records? In order: 137.6, 20.6, 79.3, 48.6 kcal per mole.
What are the total energy values for these records? In order: -8367.3159, -79907.0932, -36918.0357, -52184.0359 eV.